1.
Density functional theory data (wB97M-V/def2-TZVPD) for C38H45N9PbS3 as an isolated structure.

Geometry as ORCA input:
```
! RIJCOSX wB97M-V def2-TZVPD def2/J DEFGRID3
* xyz 0 1
Pb 0.013 -0.930 0.321
C 3.915 -3.839 3.634
S 4.399 -3.302 1.971
C 2.929 -2.331 1.628
S 1.831 -3.003 0.498
N 2.853 -1.254 2.357
N 1.739 -0.484 2.200
C 1.465 0.298 3.170
C 0.229 1.088 3.178
C -0.117 1.831 4.303
C -1.345 2.471 4.335
C -2.193 2.357 3.246
C -1.772 1.600 2.162
N -0.594 0.989 2.126
H 4.716 -4.475 4.008
H 2.988 -4.408 3.575
H 3.789 -2.972 4.278
H 2.095 0.317 4.057
H 0.567 1.879 5.141
H -1.640 3.040 5.208
H -3.165 2.832 3.235
H -2.401 1.470 1.287
C -3.105 -2.701 5.522
C -2.931 -1.334 4.867
N -3.361 -1.298 3.481
C -2.613 -1.656 2.405
S -0.964 -2.123 2.638
N -3.282 -1.664 1.269
N -2.568 -1.780 0.131
C -3.184 -2.250 -0.901
C -4.606 -2.739 -0.837
C -2.487 -2.288 -2.204
C -3.097 -2.887 -3.312
C -2.463 -2.854 -4.541
C -1.241 -2.212 -4.652
C -0.702 -1.656 -3.504
N -1.284 -1.714 -2.313
H -2.711 -2.681 6.540
H -2.563 -3.457 4.953
H -4.159 -2.983 5.567
H -1.883 -1.044 4.895
H -3.512 -0.583 5.407
H -4.346 -1.199 3.292
H -5.008 -2.515 0.144
H -4.652 -3.819 -0.997
H -5.227 -2.255 -1.595
H -4.057 -3.371 -3.210
H -2.922 -3.319 -5.405
H -0.718 -2.151 -5.597
H 0.247 -1.129 -3.534
C 3.956 1.573 0.266
C 4.345 0.336 -0.503
C 5.586 -0.256 -0.308
C 5.948 -1.398 -1.005
C 5.046 -1.969 -1.888
C 3.793 -1.407 -2.106
C 2.831 -2.042 -3.069
C 3.459 -0.241 -1.418
N 2.191 0.376 -1.578
C 2.050 1.332 -2.400
C 3.119 1.777 -3.373
C 0.761 2.121 -2.377
C 0.589 3.237 -3.381
N -0.070 1.868 -1.462
C -1.237 2.611 -1.219
C -2.453 2.336 -1.853
C -2.567 1.297 -2.942
C -3.588 3.032 -1.446
C -3.528 3.996 -0.455
C -2.308 4.278 0.144
C -1.158 3.598 -0.221
C 0.173 3.901 0.418
H 4.637 1.719 1.104
H 2.938 1.487 0.653
H 3.998 2.467 -0.365
H 6.275 0.183 0.405
H 6.913 -1.860 -0.841
H 5.309 -2.877 -2.419
H 3.209 -3.010 -3.394
H 2.678 -1.416 -3.955
H 1.864 -2.199 -2.589
H 3.963 1.095 -3.345
H 3.476 2.778 -3.120
H 2.729 1.816 -4.391
H 1.388 3.974 -3.280
H -0.366 3.735 -3.227
H 0.620 2.855 -4.403
H -3.066 0.403 -2.560
H -1.590 0.996 -3.312
H -3.158 1.679 -3.775
H -4.529 2.810 -1.938
H -4.424 4.520 -0.146
H -2.245 5.040 0.915
H 0.037 4.522 1.304
H 0.830 4.434 -0.275
H 0.678 2.976 0.701
*
```

Values from the calculation:
Gap between HOMO and LUMO: 6.8 eV
Largest force on an atom: 0.0112 Eh/bohr
HOMO level: -6.94 eV
Calculated total energy: -91301.5456 eV

---

2.
Density functional theory data (wB97M-V/def2-TZVPD) for C38H46BN6O6S3SiTa as an isolated structure.

Geometry as ORCA input:
```
! RIJCOSX wB97M-V def2-TZVPD def2/J DEFGRID3
* xyz 0 1
Ta 0.151 0.623 0.584
C 0.208 -0.538 -3.063
C 0.952 0.695 -2.724
C 1.682 1.471 -3.618
C 2.228 2.499 -2.870
C 3.102 3.592 -3.371
N 1.834 2.336 -1.598
N 1.050 1.231 -1.499
B 2.372 3.100 -0.373
N 3.172 2.080 0.432
N 2.812 0.781 0.378
C 3.789 0.078 0.944
C 3.758 -1.401 0.952
C 4.793 0.937 1.389
C 4.361 2.205 1.049
C 5.016 3.501 1.352
N 1.197 3.685 0.414
N -0.020 3.091 0.385
C -0.893 3.961 0.918
C -2.366 3.785 0.984
C -0.214 5.106 1.322
C 1.111 4.897 0.985
C 2.249 5.818 1.214
H 0.832 -1.172 -3.688
H -0.696 -0.289 -3.614
H -0.070 -1.075 -2.163
H 1.802 1.296 -4.666
H 3.200 3.493 -4.449
H 4.090 3.528 -2.921
H 2.683 4.569 -3.142
H 3.072 3.976 -0.739
H 4.456 -1.790 0.209
H 2.747 -1.709 0.701
H 4.045 -1.794 1.924
H 5.697 0.674 1.898
H 6.074 3.346 1.547
H 4.558 3.923 2.245
H 4.896 4.204 0.534
H -2.769 3.563 -0.003
H -2.817 4.702 1.357
H -2.633 2.971 1.655
H -0.641 5.965 1.794
H 1.867 6.777 1.548
H 2.829 5.970 0.308
H 2.909 5.420 1.981
O -1.185 1.160 1.841
S -0.577 0.558 3.099
O -0.521 -0.858 2.821
O -1.239 0.974 4.290
S 1.260 1.276 2.873
O -7.555 3.897 0.074
C -7.139 2.797 0.739
O -7.751 2.393 1.690
C -5.887 2.170 0.247
C -5.133 1.433 1.159
C -3.908 0.908 0.810
C -3.418 1.076 -0.483
S -1.872 0.465 -1.055
C -4.211 1.744 -1.423
C -5.416 2.306 -1.060
H -6.944 4.154 -0.629
H -5.523 1.298 2.157
H -3.320 0.403 1.559
H -3.846 1.825 -2.434
H -6.002 2.817 -1.813
C 0.035 -5.112 1.920
C 0.966 -3.957 1.534
C 1.293 -3.179 2.813
C 2.249 -4.606 0.998
Si 0.069 -2.836 0.192
O 0.391 -1.212 0.279
C 0.642 -3.407 -1.552
C 1.975 -3.297 -1.944
C 2.433 -3.842 -3.131
C 1.564 -4.529 -3.962
C 0.229 -4.614 -3.613
C -0.223 -4.048 -2.435
C -1.802 -3.175 0.346
C -2.634 -2.234 0.939
C -3.993 -2.451 1.084
C -4.560 -3.626 0.624
C -3.746 -4.599 0.069
C -2.386 -4.379 -0.053
H 0.499 -5.703 2.708
H -0.144 -5.768 1.072
H -0.922 -4.753 2.286
H 1.786 -3.828 3.538
H 0.385 -2.787 3.259
H 1.944 -2.333 2.611
H 2.630 -5.309 1.738
H 3.025 -3.878 0.798
H 2.049 -5.156 0.081
H 2.666 -2.774 -1.306
H 3.473 -3.733 -3.399
H 1.924 -4.989 -4.871
H -0.467 -5.129 -4.258
H -1.272 -4.106 -2.202
H -2.180 -1.336 1.325
H -4.620 -1.707 1.551
H -5.625 -3.783 0.718
H -4.174 -5.536 -0.260
H -1.767 -5.164 -0.459
*
```

Values from the calculation:
Gap between HOMO and LUMO: 7.0 eV
Largest force on an atom: 0.1060 Eh/bohr
HOMO level: -8.21 eV
Calculated total energy: -103997.9035 eV

---

3.
Density functional theory data (wB97M-V/def2-TZVPD) for C38H46BrCl2N8O4PSTa as an isolated structure.

Geometry as ORCA input:
```
! RIJCOSX wB97M-V def2-TZVPD def2/J DEFGRID3
* xyz 3 1
Ta 0.699 -0.785 0.746
Cl 5.133 2.396 -3.337
C 4.163 2.015 -1.973
C 3.695 0.716 -1.835
C 2.907 0.399 -0.743
N 2.344 -0.870 -0.441
C 3.085 -1.996 -0.803
O 4.208 -1.990 -1.218
C 2.281 -3.234 -0.658
C 2.768 -4.429 -1.142
C 1.939 -5.538 -1.119
C 0.655 -5.379 -0.624
C 0.260 -4.150 -0.130
N 1.059 -3.067 -0.121
C 2.567 1.380 0.188
C 3.033 2.676 0.065
C 3.844 2.988 -1.020
Cl 4.424 4.594 -1.170
N 1.795 0.836 1.230
C 1.722 1.402 2.491
O 1.724 2.574 2.751
C 1.801 0.304 3.509
C 2.159 0.571 4.812
C 2.490 -0.494 5.643
C 2.500 -1.768 5.105
C 2.106 -1.947 3.786
N 1.707 -0.943 3.004
H 3.983 -0.025 -2.565
H 3.773 -4.452 -1.539
H 2.278 -6.495 -1.493
H -0.049 -6.199 -0.611
H -0.737 -4.048 0.257
H 2.796 3.437 0.794
H 2.228 1.603 5.132
H 2.794 -0.323 6.667
H 2.835 -2.621 5.679
H 2.202 -2.919 3.325
C -1.356 -4.944 4.801
C -1.640 -4.103 3.592
C -2.897 -4.063 3.003
C -3.103 -3.278 1.882
C -2.035 -2.546 1.406
Br -2.181 -1.582 -0.201
N -0.815 -2.520 1.954
C -0.647 -3.313 3.026
H -1.846 -5.914 4.723
H -1.737 -4.458 5.700
H -0.288 -5.110 4.933
H -3.710 -4.656 3.405
H -4.055 -3.255 1.370
H 0.325 -3.323 3.471
O 0.058 0.328 -0.718
P -0.689 1.225 -1.775
N 0.221 2.141 -2.743
C 0.568 3.572 -2.493
C 1.472 3.950 -3.661
C 1.026 3.021 -4.782
C 0.764 1.706 -4.059
N -1.486 0.098 -2.657
C -2.545 0.500 -3.633
C -2.503 -0.584 -4.714
C -1.862 -1.780 -4.014
C -0.795 -1.129 -3.150
N -1.658 2.179 -0.873
C -2.753 2.973 -1.503
C -3.024 4.077 -0.487
C -1.650 4.357 0.116
C -1.029 2.969 0.232
H 1.058 3.705 -1.530
H -0.347 4.166 -2.511
H 2.515 3.758 -3.414
H 1.380 5.004 -3.911
H 1.772 2.911 -5.566
H 0.103 3.382 -5.241
H 1.685 1.132 -3.922
H 0.037 1.093 -4.585
H -2.348 1.492 -4.045
H -3.508 0.524 -3.125
H -1.880 -0.263 -5.551
H -3.494 -0.798 -5.107
H -1.439 -2.502 -4.710
H -2.593 -2.296 -3.387
H 0.084 -0.884 -3.749
H -0.466 -1.752 -2.317
H -3.623 2.342 -1.674
H -2.436 3.391 -2.462
H -3.715 3.719 0.280
H -3.475 4.951 -0.951
H -1.701 4.858 1.081
H -1.062 4.989 -0.549
H -1.272 2.503 1.184
H 0.060 2.980 0.158
C -3.345 0.605 2.381
S -1.778 0.197 3.137
C -1.495 1.730 3.999
O -0.735 0.207 1.995
H -3.995 0.967 3.179
H -3.773 -0.291 1.945
H -3.191 1.371 1.623
H -2.226 1.773 4.808
H -1.606 2.577 3.326
H -0.492 1.697 4.420
*
```

Values from the calculation:
Gap between HOMO and LUMO: 6.2 eV
Largest force on an atom: 0.0103 Eh/bohr
HOMO level: -15.11 eV
Calculated total energy: -177009.6623 eV

---

Number 1: LUMO level -0.17 eV. Number 2: LUMO level -1.26 eV. Number 3: LUMO level -8.86 eV.